This record from the Open Molecules 2025 dataset describes C34H24F5FeIN2O4P as an isolated structure at a distorted geometry. The level of theory is ωB97M-V/def2-TZVPD.

XYZ file:
```
72
Properties=species:S:1:pos:R:3
Fe -1.85 0.70 0.80
C -5.32 1.31 -1.57
C -4.23 2.33 -1.81
N -4.28 3.06 -2.93
C -3.29 3.95 -3.12
C -2.21 4.10 -2.30
C -1.14 5.08 -2.69
O -0.82 6.06 -1.70
C -2.12 3.31 -1.11
C -0.99 3.36 -0.27
N -0.77 2.51 0.78
C 0.32 2.65 1.58
C 1.47 3.42 1.25
C 2.57 3.48 2.09
C 2.60 2.79 3.31
C 1.48 2.05 3.68
C 0.40 2.00 2.83
I -1.28 0.91 3.43
C -3.22 2.45 -0.86
O -3.31 1.74 0.29
H -5.95 1.23 -2.46
H -4.88 0.34 -1.33
H -5.93 1.59 -0.71
H -3.38 4.55 -4.02
H -0.20 4.56 -2.89
H -1.45 5.57 -3.62
H -1.62 6.54 -1.50
H -0.27 4.14 -0.48
H 1.49 3.96 0.32
H 3.43 4.07 1.79
H 3.47 2.83 3.95
H 1.47 1.52 4.62
O -3.66 -2.44 1.01
C -2.51 -2.17 0.83
O -1.97 -1.18 0.16
C -1.36 -2.97 1.44
P 0.08 -2.50 0.48
C -0.01 -3.05 -1.23
C 0.87 -4.06 -1.65
C 0.91 -4.45 -2.98
C 0.06 -3.86 -3.91
C -0.85 -2.89 -3.49
C -0.89 -2.49 -2.17
C 1.46 -3.45 1.20
C 1.28 -4.25 2.32
C 2.37 -4.81 2.97
C 3.65 -4.57 2.51
C 3.85 -3.78 1.38
C 2.76 -3.22 0.73
H -1.50 -4.05 1.38
H -1.24 -2.67 2.48
H 1.52 -4.56 -0.95
H 1.61 -5.21 -3.29
H 0.10 -4.15 -4.95
H -1.53 -2.45 -4.20
H -1.59 -1.74 -1.86
H 0.29 -4.45 2.70
H 2.21 -5.43 3.84
H 4.51 -4.99 3.03
H 4.85 -3.58 1.02
H 2.92 -2.60 -0.15
F -0.03 0.05 -1.41
C 0.89 0.02 -0.46
C 0.72 -0.80 0.67
C 1.63 -0.56 1.70
F 1.45 -1.16 2.87
C 2.69 0.32 1.59
F 3.52 0.50 2.61
C 2.88 1.01 0.41
F 3.90 1.83 0.28
C 1.93 0.92 -0.59
F 2.00 1.72 -1.65
```

## Properties
2S+1   6
Highest occupied orbital energy (spin up / spin down)   -5.0 / -7.2 eV
Kohn-Sham gap (spin up / spin down)   3.98 / 6.11 eV
Charge   0
Calculated total energy   -112180.005 eV
Energy relative to the best compared isomer or geometry (same formula, charge and spin)   31.8 kcal per mole

Mulliken population analysis, charges in e, atoms 1 to 5:
1. Fe 0.2810
2. C -1.0827
3. C 0.8517
4. N -0.7415
5. C -0.9120